22
Properties=species:S:1:pos:R:3 method="wB97M-V/def2-TZVPD" e_lumo_ev="0.75 / 0.75" homo_lumo_gap_ha="0.28689 / 0.28386"
Se -1.064 0.727 2.414
C -0.623 0.463 0.590
C -1.083 2.657 2.476
C 1.730 0.052 0.960
C 2.433 0.777 0.200
C -0.882 -2.256 -2.137
C -0.478 -1.033 -1.393
C -1.103 -0.863 0.029
H -2.095 3.141 2.813
H -0.385 -2.512 -3.003
H -2.272 -0.764 -0.113
H -0.801 -1.705 0.692
H -1.865 -2.332 -2.529
H 3.593 0.599 0.348
H 2.061 1.532 -0.426
H -0.313 2.879 3.186
H 1.826 -0.668 1.837
H -0.694 3.126 1.593
H -0.674 -0.144 -1.905
H 0.579 -1.082 -1.280
H -0.867 -3.173 -1.577
H -0.388 1.283 0.026


26
Properties=species:S:1:pos:R:3 method="wB97M-V/def2-TZVPD" e_lumo_ev=-9.02 total_charge=+2 homo_lumo_gap_ha=0.32087
Ca -2.151 1.255 -1.633
O -1.883 -0.435 -2.221
O 0.537 -0.850 -1.672
N -1.354 -2.203 -0.637
C 0.640 -0.359 2.388
C -0.903 -1.060 -1.572
C 0.611 1.384 0.402
C 0.924 0.459 -2.191
C -2.305 -1.701 0.427
C 1.302 1.591 -1.065
C 1.594 0.672 1.530
H -3.024 -0.842 0.090
H 0.994 2.669 -1.453
H -0.503 -2.667 -0.237
H 2.536 0.159 1.034
H 2.482 1.626 -0.890
H -0.285 0.253 2.773
H -0.425 0.843 0.404
H -1.798 -1.375 1.430
H -3.011 -2.624 0.698
H 0.368 -1.258 1.689
H 1.930 0.282 -2.812
H 0.401 2.481 0.827
H 1.193 -0.777 3.346
H 1.947 1.519 2.292
H 0.183 0.957 -2.946